34
Properties=species:S:1:pos:R:3:forces:R:3 method="wB97M-V/def2-TZVPD" multiplicity=5 homo_lumo_gap_ha="0.2175 / 0.2312" charge=-1
Cr 0.765 0.026 -1.176 0.201 0.102 0.445
S 2.459 0.492 -2.762 0.122 -0.135 0.052
C 1.438 -0.434 -3.877 -0.359 -0.047 -0.182
C 2.010 -1.355 -4.759 0.120 0.151 0.042
C 1.247 -2.108 -5.636 -0.025 -0.023 -0.030
C -0.132 -1.961 -5.636 -0.060 0.028 0.007
C -0.724 -1.065 -4.761 -0.152 0.160 0.067
C 0.021 -0.282 -3.875 0.484 -0.072 -0.143
S -0.772 0.841 -2.755 -0.218 -0.195 -0.195
H 3.087 -1.473 -4.747 -0.004 0.013 0.034
H 1.723 -2.812 -6.309 0.023 0.012 0.017
H -0.752 -2.547 -6.305 0.013 -0.004 -0.002
H -1.802 -0.956 -4.748 0.003 -0.006 0.020
O -2.560 3.596 4.343 -0.025 -0.051 0.107
C -2.480 2.260 4.591 0.019 0.061 -0.162
O -2.756 1.867 5.693 -0.001 -0.079 0.070
C -2.046 1.391 3.467 0.008 0.026 0.031
C -1.838 0.036 3.728 -0.027 -0.027 0.139
C -1.410 -0.827 2.743 0.032 -0.029 -0.117
C -1.163 -0.384 1.428 0.027 0.089 0.166
S -0.576 -1.482 0.212 -0.175 0.026 0.072
C -1.406 0.979 1.168 0.002 -0.060 -0.038
C -1.829 1.838 2.163 -0.022 0.051 -0.038
H -2.277 3.776 3.442 0.035 0.017 -0.111
H -2.020 -0.310 4.738 0.020 -0.058 -0.035
H -1.246 -1.875 2.964 -0.011 0.012 0.042
H -1.282 1.347 0.156 0.001 0.015 0.006
H -2.014 2.871 1.879 0.023 -0.015 -0.040
C 3.282 -0.311 2.868 0.063 0.032 0.053
C 2.628 -0.085 1.589 -0.026 -0.045 0.116
N 2.082 0.060 0.597 -0.019 0.034 -0.294
H 2.567 -0.715 3.582 -0.063 0.008 -0.042
H 3.680 0.625 3.253 -0.007 0.007 -0.014
H 4.099 -1.021 2.746 -0.003 0.004 -0.044